# C30H24IN8S2Tc

A molecular structure, C30H24IN8S2Tc (ωB97M-V/def2-TZVPD, the Open Molecules 2025 dataset).

Structure (XYZ):
```
66
C30H24IN8S2Tc ωB97M-V/def2-TZVPD
Tc 1.315 -0.472 0.237
N 3.745 1.990 2.947
C 3.175 1.039 2.195
S 1.658 1.473 1.408
N 3.738 -0.126 2.114
N 3.063 -0.988 1.288
C 3.490 -2.195 1.279
C 2.881 -3.124 0.353
C 3.385 -4.404 0.189
C 2.916 -5.177 -0.860
C 2.003 -4.612 -1.730
C 1.532 -3.331 -1.481
N 1.907 -2.611 -0.427
H 3.315 2.890 3.055
H 4.601 1.787 3.434
H 4.335 -2.473 1.898
H 4.150 -4.765 0.861
H 3.286 -6.181 -1.015
H 1.645 -5.144 -2.599
H 0.823 -2.873 -2.149
S 2.360 -0.101 -1.714
C 1.348 1.156 -2.400
N 1.704 1.649 -3.557
N 1.168 2.695 -4.120
C 0.389 3.764 -3.581
C -0.560 4.339 -4.411
C -1.296 5.427 -3.960
C -1.078 5.934 -2.690
C -0.107 5.363 -1.874
C 0.634 4.283 -2.315
N 0.202 1.524 -1.765
N -0.121 0.870 -0.738
C -1.419 1.237 -0.234
C -2.378 1.748 -1.106
C -3.631 2.074 -0.624
C -3.933 1.900 0.723
C -2.971 1.399 1.585
C -1.712 1.060 1.111
H 1.503 2.826 -5.063
H -0.731 3.932 -5.399
H -2.040 5.872 -4.605
H -1.654 6.778 -2.336
H 0.079 5.769 -0.889
H 1.396 3.850 -1.681
H -2.142 1.865 -2.154
H -4.382 2.456 -1.303
H -4.916 2.152 1.094
H -3.196 1.263 2.634
H -0.971 0.662 1.786
I -1.600 -1.892 -1.514
C -2.080 -2.502 0.420
C -3.290 -3.141 0.482
C -3.783 -3.631 1.700
C -3.037 -3.455 2.822
C -1.790 -2.790 2.778
C -1.102 -2.623 4.004
C 0.086 -1.975 4.029
C 0.640 -1.494 2.824
C 0.031 -1.600 1.588
C -1.243 -2.285 1.554
H -3.876 -3.270 -0.417
H -4.740 -4.134 1.731
H -3.387 -3.816 3.781
H -1.549 -3.018 4.907
H 0.627 -1.829 4.954
H 1.587 -0.993 2.944
```

Values from the calculation:
HOMO-LUMO gap (spin up / spin down) = 5.892 / 5.816 eV
ΔE to the lowest compared entry with this formula, charge and spin = 21.3 kcal/mol
F_max = 0.61 eV/A
E_HOMO (spin up / spin down) = -10.204 / -10.094 eV
total charge = +1
multiplicity = 2
molar mass = 785.62 Da